C11H23N3O6Sr as an isolated structure in a non-equilibrium geometry. Source: OMol25; level of theory: ωB97M-V/def2-TZVPD.

Results
Gap between HOMO and LUMO (Ha): 0.227
Energy (eV): -29366.112
Energy relative to the best compared isomer or geometry (same formula, charge and spin) (kcal/mol): 0.00
E_HOMO (eV): -6.22
Charge: 0

Element x y z (Å)
Sr  1.48  0.48  -0.43
O  0.77  -2.10  0.61
O  1.75  -0.58  -3.41
O  4.35  -0.37  -2.34
O  2.92  0.34  1.64
O  -2.55  -0.02  -0.49
O  -3.19  2.25  0.12
N  -1.38  -0.09  -1.23
N  0.75  -0.72  -2.63
N  0.41  0.18  2.45
C  -0.43  -0.08  5.10
C  -1.36  -0.15  4.05
C  0.93  0.12  4.80
C  -0.42  -1.07  -3.15
C  2.75  0.45  3.08
C  0.58  2.53  -0.77
C  1.29  0.24  3.44
C  -0.48  -1.64  -4.53
C  -2.93  -1.11  -2.94
C  -1.58  -0.75  -2.38
C  -0.90  -0.03  2.73
H  -3.03  -0.65  -3.95
H  -3.76  -0.78  -2.34
H  3.30  -0.23  -2.56
H  -3.04  -2.20  -3.09
H  0.74  -3.00  0.21
H  3.36  -0.33  3.58
H  1.59  2.35  -1.49
H  -0.40  2.62  -1.21
H  3.86  0.39  1.40
H  4.45  0.58  -2.22
H  0.53  -1.76  -4.86
H  0.82  3.26  0.07
H  -1.58  -0.11  1.88
H  -1.04  -2.60  -4.59
H  -2.43  -0.30  4.22
H  0.35  -2.25  1.48
H  1.72  0.20  5.55
H  -0.99  -0.90  -5.20
H  -0.75  -0.16  6.14
H  -2.72  3.03  0.39
H  -4.06  2.56  -0.27
H  3.05  1.46  3.43
H  -2.73  0.95  -0.29

C11H24AlO4 as an isolated structure. Source: OMol25; level of theory: ωB97M-V/def2-TZVPD.

Results
Gap between HOMO and LUMO (Ha): 0.280
Energy (eV): -26581.019
E_HOMO (eV): -4.99
Charge: -1

Element x y z (Å)
Al  -2.74  1.27  1.86
O  1.52  0.99  -1.48
O  2.93  -1.44  -0.18
O  -6.14  2.17  2.10
O  4.24  -1.01  -2.95
C  0.09  0.52  3.24
C  -3.89  -0.39  2.05
C  -5.40  -0.20  2.21
C  5.53  -1.15  -3.47
C  0.20  1.51  -1.49
C  3.21  -0.05  -0.11
C  3.77  -2.21  -2.35
C  2.58  -1.95  -1.45
C  -6.05  0.93  1.41
C  -0.95  0.79  2.67
C  1.99  0.83  -0.14
H  6.25  -1.41  -2.68
H  -3.35  2.51  2.70
H  -0.09  1.62  -2.53
H  1.02  0.25  3.66
H  -5.66  -0.07  3.26
H  -3.69  -1.08  1.22
H  5.81  -0.20  -3.91
H  4.57  -2.68  -1.76
H  2.11  -2.91  -1.26
H  -2.53  1.70  0.31
H  -5.93  -1.11  1.90
H  3.92  0.25  -0.89
H  2.25  1.82  0.26
H  1.85  -1.31  -1.95
H  5.57  -1.93  -4.25
H  1.20  0.40  0.48
H  -0.50  0.84  -0.98
H  -7.06  0.64  1.15
H  3.69  0.09  0.86
H  -3.51  -0.89  2.94
H  -5.39  2.21  2.72
H  -5.50  1.10  0.48
H  0.16  2.49  -1.00
H  3.47  -2.91  -3.15

C11H24B3NO5Pb as an isolated structure in a non-equilibrium geometry. Source: OMol25; level of theory: ωB97M-V/def2-TZVPD.

Results
Gap between HOMO and LUMO (Ha): 0.122
Energy (eV): -30788.691
E_HOMO (eV): -13.82
Charge: +2

Element x y z (Å)
Pb  -0.67  1.93  -0.15
O  -0.90  0.84  -3.11
O  -0.55  -0.85  -1.53
O  -5.19  -0.59  -2.46
O  3.48  -2.22  6.07
O  1.29  0.42  -2.33
N  2.94  -1.35  4.03
C  2.53  -1.64  1.61
C  2.63  -1.74  5.37
C  0.52  3.55  -2.45
C  1.17  0.03  0.20
C  -3.95  -0.11  -2.03
C  1.23  -1.46  5.81
C  1.13  -1.28  1.06
C  -3.84  1.41  -2.14
C  2.47  -2.30  3.01
C  0.89  2.60  -3.60
C  -2.82  -0.86  -2.79
B  0.63  -0.21  -1.31
B  0.44  1.21  -3.12
B  -1.41  -0.33  -2.52
H  -3.88  -0.39  -0.96
H  3.13  -0.74  1.69
H  0.70  -2.09  0.47
H  0.50  -1.65  5.01
H  3.06  -3.23  3.01
H  1.17  4.43  -2.35
H  0.64  0.80  0.81
H  0.45  -1.13  1.91
H  -2.93  1.80  -1.64
H  1.16  -0.40  6.07
H  0.99  -2.07  6.68
H  -4.70  1.88  -1.64
H  -3.01  -0.76  -3.87
H  1.95  2.67  -3.84
H  0.30  2.88  -4.49
H  -3.79  1.74  -3.18
H  0.63  3.04  -1.44
H  3.03  -2.31  0.91
H  3.96  -1.32  4.00
H  1.44  -2.58  3.27
H  2.20  0.40  0.10
H  -2.90  -1.93  -2.54
H  -5.61  0.01  -3.09
H  -0.52  3.91  -2.52

A 2-piece molecular cluster, C11H24BrCl2N5PS overall in a non-equilibrium geometry. Source: OMol25; level of theory: ωB97M-V/def2-TZVPD.

Results
Gap between HOMO and LUMO (Ha): 0.185
Energy (eV): -134447.523
E_HOMO (eV): -9.85
Charge: +1

Element x y z (Å)
Br  0.73  3.78  2.59
Cl  0.38  0.38  1.68
Cl  -0.46  2.02  -2.00
S  -1.81  5.60  4.56
P  -0.98  6.59  3.06
N  -0.56  4.33  1.33
N  -2.18  5.71  0.42
N  2.20  -3.77  -0.93
N  -0.93  3.68  0.19
N  -2.62  4.28  -1.49
C  1.69  -3.61  0.43
C  2.15  -5.14  -1.45
C  -0.93  1.11  0.58
C  -1.30  5.55  1.52
C  -2.27  1.37  1.40
C  0.79  -5.72  -1.81
C  -1.93  4.52  -0.36
C  0.17  -3.61  0.62
C  1.76  -2.77  -1.90
C  -0.36  2.37  -0.21
C  2.05  -1.34  -1.48
H  0.69  -2.86  -2.13
H  0.92  -6.63  -2.41
H  2.64  -5.81  -0.74
H  0.42  6.67  3.40
H  2.29  -2.95  -2.84
H  2.78  -5.17  -2.35
H  2.13  -4.38  1.07
H  -1.56  7.89  2.91
H  2.09  -2.67  0.83
H  1.77  -0.65  -2.29
H  -3.64  4.41  -1.48
H  -2.29  0.60  2.25
H  -2.32  2.38  1.91
H  -0.35  -3.01  -0.13
H  3.11  -1.20  -1.27
H  -0.07  -3.18  1.60
H  -2.22  4.04  -2.40
H  -3.21  1.14  0.78
H  0.18  -5.03  -2.41
H  1.48  -1.05  -0.60
H  0.76  2.43  0.04
H  -0.24  -4.62  0.62
H  -1.17  0.29  -0.18
H  0.22  -6.00  -0.93

A 8-piece molecular cluster, C11H24Cl14NO4P overall in a non-equilibrium geometry. Source: OMol25; level of theory: ωB97M-V/def2-TZVPD.

Results
Structure (SMILES): CCOCOC(=O)O[PH2]=N.ClCCl.ClCCl.ClCCl.ClCCl.ClCCl.ClCCl.ClCCl
Gap between HOMO and LUMO (Ha): 0.314
Energy (eV): -206076.186
E_HOMO (eV): -8.45
Charge: 0

Element x y z (Å)
Cl  3.76  -2.18  -2.87
Cl  -2.78  -0.59  4.09
Cl  0.51  -3.43  -0.26
Cl  -1.42  -2.10  -2.97
Cl  -5.50  -2.26  1.32
Cl  -3.80  -2.15  -1.06
Cl  2.04  5.15  -1.93
Cl  0.67  -5.40  -2.41
Cl  4.72  2.58  -2.08
Cl  3.14  -0.68  -0.45
Cl  -2.70  1.44  6.18
Cl  6.90  1.35  -0.58
Cl  0.74  -1.44  -4.81
Cl  2.01  7.15  0.20
P  0.80  1.02  -1.87
O  0.45  -0.26  0.86
O  0.88  1.90  -0.39
O  -1.68  0.75  0.29
O  1.36  1.60  1.82
N  -0.40  1.64  -2.76
C  -2.73  1.27  1.16
C  1.95  5.42  -0.18
C  0.89  1.09  0.77
C  -0.13  -2.74  -3.99
C  5.62  2.57  -0.56
C  -2.19  2.13  2.40
C  -0.99  -0.35  0.91
C  3.50  -2.28  -1.13
C  -2.86  -0.28  5.83
C  0.56  -5.16  -0.67
C  -5.45  -2.31  -0.45
H  1.02  5.01  0.20
H  -3.37  1.98  0.51
H  -1.34  -0.57  1.98
H  2.80  4.93  0.29
H  -2.05  -0.82  6.32
H  -1.08  2.03  2.60
H  6.07  3.55  -0.41
H  4.94  2.35  0.26
H  -5.86  -3.26  -0.79
H  -1.28  -1.30  0.31
H  -6.06  -1.49  -0.85
H  -3.82  -0.63  6.20
H  0.57  -3.30  -3.37
H  0.05  2.02  -3.62
H  2.05  1.20  -2.56
H  2.67  -2.96  -0.94
H  -2.80  1.83  3.33
H  1.43  -5.61  -0.19
H  -0.35  -5.63  -0.30
H  0.57  -0.39  -1.72
H  -2.41  3.25  2.23
H  4.40  -2.67  -0.65
H  -3.46  0.46  1.51
H  -0.56  -3.41  -4.74

C11H24ClI2N2P2Rh as an isolated structure in a non-equilibrium geometry. Source: OMol25; level of theory: ωB97M-V/def2-TZVPD.

Results
Gap between HOMO and LUMO (alpha / beta) (Ha): 0.264 / 0.159
Energy (eV): -65070.288
Energy relative to the best compared isomer or geometry (same formula, charge and spin) (kcal/mol): 38.22
Spin multiplicity: 5
E_HOMO (alpha / beta) (eV): -15.09 / -15.11
Charge: +2

Element x y z (Å)
I  0.04  3.23  -0.72
I  1.70  -1.05  -2.56
Rh  0.25  0.71  -0.43
Cl  0.16  1.08  2.02
P  2.54  1.13  -0.07
P  -2.13  1.05  0.10
N  -1.42  -1.47  -2.02
N  -0.19  -1.39  -0.06
C  -0.91  -3.53  -0.86
C  0.20  -3.36  1.25
C  -2.90  -0.18  1.24
C  0.21  -1.98  1.09
C  -0.34  -4.15  0.24
C  2.90  2.65  0.90
C  -0.85  -2.12  -0.96
C  -3.21  0.93  -1.39
C  3.23  -0.18  1.03
C  3.71  1.34  -1.45
C  -2.73  2.62  0.89
H  0.55  -1.31  1.89
H  -2.59  3.46  0.20
H  -2.15  2.79  1.80
H  -2.88  -1.18  0.80
H  -3.79  2.51  1.14
H  -4.25  1.02  -1.07
H  -1.38  -4.05  -1.70
H  3.33  2.12  -2.12
H  -0.33  -5.24  0.31
H  2.60  3.54  0.33
H  -0.73  -0.90  -2.59
H  4.29  0.04  1.18
H  2.70  -0.14  1.98
H  -2.93  1.73  -2.08
H  3.83  0.41  -2.02
H  3.10  -1.15  0.57
H  4.69  1.66  -1.04
H  -3.94  0.12  1.42
H  -3.02  -0.05  -1.85
H  0.60  -3.77  2.17
H  -2.34  -0.17  2.18
H  -1.95  -2.09  -2.66
H  3.98  2.69  1.10
H  2.34  2.64  1.85

C11H24ClO10PS3 as an isolated structure in a non-equilibrium geometry. Source: OMol25; level of theory: ωB97M-V/def2-TZVPD.

Results
Gap between HOMO and LUMO (Ha): 0.373
Energy (eV): -86590.044
E_HOMO (eV): -10.08
Charge: 0

Element x y z (Å)
Cl  5.22  -3.30  -0.63
S  -4.18  -0.45  -2.19
S  1.65  -0.18  1.22
S  1.93  3.70  -0.40
P  0.10  -2.50  0.94
O  -3.59  -0.20  -3.48
O  2.07  0.45  2.41
O  2.94  4.10  -1.35
O  1.25  -1.78  1.78
O  1.57  2.32  -0.21
O  -1.17  -2.63  1.86
O  0.62  -3.98  0.71
O  -4.67  0.63  -1.37
O  3.04  -0.32  0.36
O  -0.26  -1.82  -0.27
C  -5.48  -1.68  -2.35
C  2.32  4.41  1.21
C  -3.97  -2.49  -0.56
C  -3.07  -1.46  -1.22
C  1.24  5.47  1.47
C  0.44  4.65  -0.68
C  4.44  -2.24  1.71
C  -4.96  -2.94  -1.65
C  3.85  -2.68  0.38
C  -0.02  5.05  0.71
C  3.19  -1.51  -0.41
H  -5.68  -1.85  -3.40
H  3.17  -3.50  0.54
H  -5.78  -3.53  -1.23
H  2.28  3.61  1.94
H  -0.28  4.04  -1.22
H  3.31  4.84  1.18
H  -6.37  -1.29  -1.86
H  -4.43  -3.57  -2.37
H  1.58  6.44  1.10
H  1.05  5.59  2.54
H  2.26  -1.83  -0.88
H  0.71  5.52  -1.27
H  -2.53  -0.83  -0.51
H  -0.76  5.84  0.67
H  -4.52  -2.03  0.27
H  -0.48  4.19  1.21
H  3.63  -2.11  2.42
H  4.98  -1.31  1.61
H  5.10  -3.02  2.09
H  1.11  -3.97  -0.13
H  -3.40  -3.32  -0.15
H  3.87  -1.26  -1.21
H  -0.97  -3.32  2.53
H  -2.36  -1.93  -1.90

C11H24CoN2OS4 as an isolated structure in a non-equilibrium geometry. Source: OMol25; level of theory: ωB97M-V/def2-TZVPD.

Results
Gap between HOMO and LUMO (alpha / beta) (Ha): 0.309 / 0.265
Energy (eV): -97786.996
Spin multiplicity: 5
E_HOMO (alpha / beta) (eV): -10.48 / -11.64
Charge: +1

Element x y z (Å)
Co  -0.01  -0.11  -0.08
S  -1.08  -0.74  1.94
S  1.20  1.19  -3.04
S  1.95  -0.84  1.00
S  -2.04  0.80  -0.94
O  1.02  0.56  -1.68
N  -2.41  2.22  1.24
N  -1.49  3.38  -0.52
C  -0.30  -1.94  4.26
C  -3.62  4.30  1.82
C  2.73  2.19  -2.87
C  1.91  -0.13  -4.07
C  2.55  -2.03  3.36
C  -1.01  3.59  -1.87
C  -1.74  4.76  -2.52
C  1.45  -1.46  2.52
C  -1.95  2.24  -0.01
C  -2.47  3.35  2.15
C  0.14  -1.42  2.93
H  0.06  3.81  -1.83
H  -2.82  1.35  1.56
H  -1.17  2.67  -2.43
H  -2.62  2.94  3.15
H  2.20  -2.39  4.31
H  -1.49  4.19  0.07
H  -3.67  5.09  2.57
H  3.04  -2.84  2.82
H  2.57  2.93  -2.10
H  -2.81  4.57  -2.55
H  -1.39  4.91  -3.53
H  0.21  -1.42  5.07
H  1.16  -0.91  -4.19
H  2.91  2.67  -3.82
H  -3.50  4.76  0.84
H  2.80  -0.53  -3.60
H  -0.08  -3.01  4.35
H  -1.57  5.68  -1.96
H  2.15  0.30  -5.05
H  -1.37  -1.81  4.39
H  -4.57  3.77  1.83
H  -1.52  3.89  2.15
H  3.56  1.55  -2.60
H  3.31  -1.27  3.53

A 3-piece molecular cluster, C11H24N2O10S2 overall in a non-equilibrium geometry. Source: OMol25; level of theory: ωB97M-V/def2-TZVPD.

Results
Structure (SMILES): CN(CCCCCN)C(=O)O.O=S1(=O)OCCO1.O=S1(=O)OCCO1
Gap between HOMO and LUMO (Ha): 0.359
Energy (eV): -56920.202
E_HOMO (eV): -9.73
Charge: 0

Element x y z (Å)
S  -2.88  1.62  -2.77
S  2.61  5.33  -2.67
O  -3.12  2.65  -1.83
O  -0.98  -2.53  0.14
O  -3.05  1.81  -4.16
O  2.20  3.87  -3.20
O  3.81  5.24  -1.93
O  1.39  5.52  -1.64
O  -1.41  1.03  -2.52
O  -3.70  0.32  -2.30
O  2.46  6.25  -3.74
O  0.72  -3.80  -0.43
N  0.33  1.82  1.47
N  -0.29  -4.18  1.55
C  -1.62  -4.20  2.14
C  -2.81  -0.79  -2.11
C  0.43  4.47  -1.82
C  -1.50  -0.15  -1.71
C  1.79  -0.09  2.01
C  0.83  -2.33  2.90
C  -0.25  -3.44  0.40
C  0.78  -3.83  2.50
C  1.23  3.29  -2.32
C  0.37  0.41  1.90
C  1.91  -1.62  2.10
H  -0.64  -0.80  -1.89
H  0.61  -4.41  3.39
H  1.07  -2.32  3.95
H  -2.72  -1.33  -3.05
H  0.41  -3.53  -1.31
H  -1.50  0.15  -0.67
H  -0.31  4.80  -2.56
H  -1.61  -4.75  3.06
H  -0.24  -0.18  1.25
H  -0.07  4.26  -0.88
H  1.74  -4.16  2.10
H  -0.16  -1.94  2.72
H  -0.09  0.33  2.89
H  2.85  -1.82  2.61
H  0.49  2.43  2.25
H  -2.03  -3.22  2.29
H  2.29  0.21  1.10
H  2.03  -2.02  1.10
H  0.62  2.57  -2.85
H  2.31  0.42  2.80
H  -2.29  -4.72  1.47
H  -3.20  -1.45  -1.34
H  1.76  2.80  -1.50
H  -0.60  2.03  1.12

C11H24N3O7V as an isolated structure in a non-equilibrium geometry. Source: OMol25; level of theory: ωB97M-V/def2-TZVPD.

Results
Gap between HOMO and LUMO (alpha / beta) (Ha): 0.214 / 0.221
Energy (eV): -56275.606
Spin multiplicity: 4
E_HOMO (alpha / beta) (eV): -11.37 / -11.35
Charge: +1

Element x y z (Å)
V  -0.31  -0.51  1.52
O  1.43  0.25  0.45
O  -0.87  -2.13  2.72
O  -0.36  1.66  1.73
O  0.50  -1.04  3.44
O  -1.32  -0.48  3.39
O  -1.62  -0.19  -0.10
O  0.69  -2.25  0.31
N  0.53  -4.32  -0.55
N  -0.36  3.93  1.74
N  2.72  0.81  -1.30
C  -1.84  0.47  -2.47
C  1.22  -3.22  -0.29
C  -0.97  2.73  1.85
C  1.86  0.19  -2.30
C  3.36  1.43  0.99
C  2.39  0.78  0.01
C  -2.43  2.66  2.08
C  -0.63  -1.46  3.76
C  2.62  -3.11  -0.93
C  -3.76  -0.64  -1.26
C  -2.49  0.22  -1.13
H  -3.61  -1.70  -1.46
H  -0.89  4.76  1.52
H  0.96  -0.23  -1.84
H  -2.86  1.78  1.59
H  3.25  -3.12  -0.04
H  -4.38  -0.30  -2.09
H  -0.32  -4.49  -0.03
H  -2.88  1.20  -0.87
H  -1.30  -0.38  -2.87
H  3.36  1.55  -1.55
H  0.93  -4.99  -1.18
H  -3.04  3.54  1.84
H  1.59  0.97  -3.02
H  -2.63  2.35  3.10
H  0.62  3.85  1.50
H  2.38  -0.57  -2.89
H  2.85  -3.97  -1.56
H  3.15  1.15  2.02
H  -2.66  0.86  -3.09
H  -1.09  1.26  -2.40
H  -4.34  -0.64  -0.34
H  3.43  2.51  0.81
H  4.35  1.04  0.75
H  2.78  -2.23  -1.55